{
  "formula": "C20H26N6O8Yb",
  "method": "ωB97M-V with the def2-TZVPD basis set",
  "species": ["Yb", "N", "C", "C", "N", "C", "C", "N", "C", "C", "N", "H", "H", "H", "H", "H", "H", "H", "H", "H", "H", "H", "H", "H", "H", "H", "H", "H", "H", "O", "C", "C", "C", "C", "C", "C", "C", "O", "N", "O", "O", "H", "H", "H", "H", "O", "C", "O", "C", "C", "C", "C", "C", "C", "N", "O", "O", "H", "H", "H", "H"],
  "coordinates": [[-0.5452, -0.6898, -0.3750], [-1.1620, -1.4227, -2.9577], [-0.5645, -2.7704, -2.9255], [-1.3463, -3.8078, -2.0965], [-1.4765, -3.5370, -0.6992], [-0.3937, -4.3229, 0.0456], [-0.0777, -3.8137, 1.4373], [0.2928, -2.4017, 1.4940], [-2.8261, -3.7807, -0.2395], [-3.6782, -2.4981, -0.2674], [-3.0569, -1.3185, 0.3114], [-2.1650, -1.5772, -3.3197], [-0.7659, -0.8453, -3.6775], [0.5194, -2.7403, -2.6194], [-0.5129, -3.2085, -3.9357], [-0.8476, -4.7370, -2.3428], [-2.3607, -3.8941, -2.5621], [0.5402, -4.1691, -0.5361], [-0.5792, -5.4138, 0.0699], [0.7659, -4.4198, 1.7993], [-0.9405, -3.9538, 2.1257], [1.2969, -2.2257, 1.2131], [0.0614, -2.0075, 2.3945], [-2.8592, -4.1489, 0.8027], [-3.3405, -4.5034, -0.9159], [-4.5887, -2.8034, 0.2876], [-4.0120, -2.2940, -1.2997], [-2.9427, -1.3805, 1.3240], [-3.5887, -0.4375, 0.1862], [1.5750, -1.3893, -1.0069], [2.6145, -0.7201, -1.2050], [2.6323, 0.6644, -1.5910], [3.8478, 1.3164, -1.7307], [3.8901, 2.6666, -2.1495], [2.7613, 3.5090, -2.1615], [1.5645, 2.8634, -1.9625], [1.3935, 1.4542, -1.7327], [0.1936, 1.0106, -1.6408], [5.1549, 3.2333, -2.4479], [5.2747, 4.4835, -2.6229], [6.1124, 2.4095, -2.4819], [3.5979, -1.2739, -1.1374], [4.7935, 0.7851, -1.6203], [2.8378, 4.5807, -2.3941], [0.6089, 3.3790, -2.0777], [0.2511, 0.3793, 1.3935], [-0.6210, 1.3002, 1.4279], [-1.7135, 1.3196, 0.7833], [-0.3075, 2.4949, 2.2930], [0.7855, 2.4709, 3.2136], [0.9990, 3.5092, 4.1126], [0.0732, 4.5686, 4.1342], [-0.9578, 4.5721, 3.1872], [-1.1307, 3.5881, 2.2238], [-1.8976, 5.6494, 3.3448], [-2.7507, 5.7357, 2.4470], [-1.8885, 6.3652, 4.3545], [1.3659, 1.5668, 3.2265], [1.7965, 3.4836, 4.8827], [0.2239, 5.4593, 4.7308], [-1.9263, 3.6877, 1.4857]],
  "forces_ev_per_angstrom": [[-0.665, -0.039, -0.507], [-2.476, -0.970, 0.620], [1.193, -0.807, -0.637], [-0.515, 0.925, -2.317], [2.018, -0.398, 1.478], [0.052, 0.878, -0.824], [-0.283, -0.468, 0.705], [0.566, 0.745, -1.710], [-0.741, 0.434, 0.390], [-1.353, -0.889, -0.054], [0.996, 1.157, 0.004], [1.782, 0.497, 0.940], [0.596, 0.313, -0.124], [-1.113, 0.250, 0.044], [-0.094, 0.159, 0.125], [0.051, -0.581, 0.326], [0.648, 0.140, 0.336], [-0.552, -0.152, 0.067], [-0.209, 0.446, -0.054], [-0.429, -0.127, 0.117], [0.562, -0.038, -0.388], [-1.506, -0.324, 0.905], [0.507, 0.190, 0.030], [0.328, -0.074, -0.518], [0.257, 0.170, 0.781], [0.150, 0.412, -0.335], [0.321, 0.187, 0.380], [-0.152, -0.235, -0.164], [0.263, -0.873, -0.116], [-0.118, 0.055, 0.486], [0.417, 0.189, -0.587], [-1.621, -0.097, 0.803], [0.709, 1.634, -1.303], [-0.419, -0.902, 1.114], [-0.442, -1.091, -0.280], [-0.941, 0.038, -0.371], [1.221, 0.739, 0.043], [0.043, -1.142, 0.596], [3.440, 1.037, -0.147], [-0.472, -3.407, 0.353], [-1.677, 2.249, -0.185], [-0.784, 0.643, -0.023], [-0.291, 0.150, -0.066], [0.020, -0.690, 0.174], [0.352, 0.099, 0.219], [-0.147, -0.924, -0.687], [-0.730, 2.445, 0.542], [1.604, -1.634, -0.125], [1.139, -0.503, 0.540], [-1.164, -0.060, -0.378], [-0.385, 0.198, 0.453], [0.615, -0.460, -1.194], [1.448, -0.052, 1.285], [-0.772, 0.753, 0.262], [-2.510, 1.399, -0.481], [1.039, 0.180, 1.093], [0.377, -1.128, -1.511], [0.384, -0.073, 0.054], [-0.490, -0.052, -0.841], [-0.224, -0.318, 0.319], [0.178, -0.201, 0.342]],
  "multiplicity": 2,
  "de_lowest_ev": 0.000,
  "total_charge": 1,
  "homo_energy_ev": [-11.30, -11.30]
}


{
  "formula": "C20H27BBeN6PS",
  "method": "ωB97M-V with the def2-TZVPD basis set",
  "species": ["Be", "B", "N", "C", "C", "C", "N", "N", "C", "C", "C", "N", "H", "H", "H", "H", "H", "H", "H", "H", "C", "C", "C", "C", "N", "C", "S", "N", "C", "H", "H", "H", "H", "H", "H", "H", "H", "C", "P", "C", "C", "C", "C", "C", "C", "C", "H", "H", "H", "H", "H", "H", "H", "H", "H", "H", "H"],
  "coordinates": [[-0.3998, -0.6811, -0.0994], [-2.2607, -2.0464, 1.5777], [-1.7376, -0.6452, 2.0783], [-2.0684, 0.0585, 3.1611], [-1.3588, 1.2503, 3.1644], [-0.5815, 1.1944, 2.0170], [-0.8141, 0.0529, 1.3646], [-0.9769, -2.8508, 1.2013], [-0.4607, -3.9643, 1.7149], [0.7947, -4.1763, 1.1587], [0.9786, -3.0977, 0.3094], [-0.1068, -2.3115, 0.3169], [-2.8545, -2.5991, 2.4595], [-2.9014, -1.9040, 0.5671], [-2.7844, -0.3306, 3.8647], [-1.3918, 2.0327, 3.9005], [0.1377, 1.9022, 1.6369], [-1.0059, -4.5298, 2.4509], [1.4822, -4.9756, 1.3674], [1.8600, -2.8189, -0.2496], [-0.3207, -3.8422, -4.0910], [-0.0246, -2.3820, -4.0862], [-0.1469, -1.5430, -5.1555], [0.1378, -0.1831, -4.9683], [0.5477, 0.3002, -3.7964], [0.6995, -0.5248, -2.7688], [1.2537, 0.0539, -1.2368], [0.4011, -1.8409, -2.9219], [-0.0071, 0.7893, -6.0896], [-0.7659, -4.1388, -5.0364], [-1.0043, -4.0961, -3.2790], [0.5985, -4.4131, -3.9460], [-0.4762, -1.9179, -6.1128], [0.4837, -2.4341, -2.1003], [-0.8490, 0.5267, -6.7279], [0.8983, 0.7656, -6.7010], [-0.1270, 1.7964, -5.6991], [-3.6977, 0.4801, -0.5064], [-2.1212, 0.1140, -1.3492], [-1.6088, 1.8009, -1.8213], [-2.6407, -0.6890, -2.8948], [-2.7137, -2.0816, -2.9041], [-3.1706, -2.7567, -4.0281], [-3.5434, -2.0430, -5.1582], [-3.4628, -0.6557, -5.1607], [-3.0186, 0.0207, -4.0331], [-4.2262, -0.4352, -0.2547], [-4.3157, 1.0884, -1.1673], [-3.4923, 1.0331, 0.4116], [-2.4725, 2.3977, -2.1144], [-0.8738, 1.7739, -2.6246], [-1.1463, 2.2700, -0.9523], [-2.4311, -2.6378, -2.0149], [-3.2463, -3.8367, -4.0184], [-3.9086, -2.5651, -6.0328], [-3.7575, -0.0976, -6.0398], [-2.9695, 1.1022, -4.0461]],
  "forces_ev_per_angstrom": [[0.274, 0.036, -0.067], [0.138, 0.028, 0.019], [0.050, -0.057, -0.039], [-0.030, 0.006, 0.013], [0.000, -0.001, 0.001], [0.044, 0.079, -0.035], [-0.206, -0.172, -0.040], [-0.080, -0.023, 0.046], [0.056, -0.023, -0.027], [-0.067, 0.036, 0.020], [0.240, -0.040, -0.118], [-0.326, 0.079, 0.103], [0.042, 0.049, -0.015], [-0.028, -0.005, 0.012], [-0.005, -0.028, 0.003], [0.009, 0.002, 0.012], [0.000, 0.002, -0.018], [-0.032, 0.004, 0.012], [0.006, -0.010, -0.001], [-0.077, 0.018, -0.071], [0.233, -0.131, 0.051], [-0.018, -0.075, -0.008], [0.079, 0.017, -0.060], [0.037, -0.030, -0.010], [0.168, -0.050, -0.067], [-0.001, 0.194, 0.017], [-0.095, -0.080, 0.028], [0.166, -0.105, 0.137], [-0.012, -0.024, 0.044], [-0.014, 0.009, 0.009], [0.127, -0.019, -0.070], [0.046, 0.012, -0.021], [-0.028, -0.002, 0.017], [0.004, 0.038, -0.041], [-0.001, -0.011, -0.025], [0.002, 0.010, -0.001], [0.016, 0.008, -0.002], [0.019, -0.094, -0.024], [-0.073, 0.237, 0.064], [-0.043, -0.051, -0.020], [-0.075, -0.078, 0.072], [-0.267, 0.088, -0.024], [-0.215, 0.115, 0.026], [-0.031, 0.020, 0.035], [0.020, -0.020, -0.001], [0.016, -0.056, -0.009], [-0.003, -0.012, 0.008], [-0.005, 0.014, 0.024], [0.020, -0.001, 0.005], [0.004, 0.003, -0.043], [-0.005, 0.054, 0.062], [-0.011, -0.006, 0.006], [-0.006, 0.012, 0.030], [-0.040, 0.020, -0.007], [-0.002, -0.004, -0.013], [-0.021, 0.002, -0.008], [0.003, 0.018, 0.008]],
  "multiplicity": 1,
  "de_lowest_ev": 0.071,
  "total_charge": 1,
  "homo_energy_ev": -11.74
}


{
  "formula": "C20H27Cl5O2PRuSi",
  "method": "ωB97M-V with the def2-TZVPD basis set",
  "species": ["Ru", "C", "Si", "C", "C", "C", "C", "C", "C", "C", "H", "H", "H", "H", "H", "H", "H", "H", "H", "H", "H", "Cl", "C", "C", "C", "Cl", "C", "Cl", "C", "Cl", "C", "Cl", "C", "P", "C", "C", "O", "H", "H", "H", "H", "H", "H", "H", "H", "H", "C", "C", "C", "O", "H", "H", "H", "H", "H", "H", "H"],
  "coordinates": [[-0.0317, -0.0807, -0.3045], [3.3647, -1.2519, -0.3313], [2.2933, 0.2027, -0.8092], [2.6396, 0.9256, -2.4842], [2.2712, 1.4796, 0.5487], [2.6230, 2.8170, 0.3157], [2.5186, 3.7629, 1.3201], [2.0221, 3.4029, 2.5700], [1.6628, 2.0892, 2.8211], [1.8050, 1.1291, 1.8231], [4.2819, -0.8672, 0.1216], [3.6443, -1.8413, -1.2035], [2.8793, -1.9050, 0.3942], [2.4540, 0.2040, -3.2785], [3.6852, 1.2393, -2.5472], [2.0091, 1.7985, -2.6604], [2.9828, 3.1217, -0.6601], [2.8150, 4.7868, 1.1324], [1.9294, 4.1480, 3.3490], [1.2934, 1.8075, 3.7987], [1.5705, 0.0941, 2.0513], [1.1689, -2.3591, -2.4437], [-0.5150, -1.9538, -2.6165], [-1.0910, -1.1213, -1.6623], [-2.4780, -1.0068, -1.7008], [-3.2928, -0.2548, -0.3609], [-3.2482, -1.5669, -2.7155], [-4.9494, -1.3639, -2.7373], [-2.6208, -2.3136, -3.7158], [-3.5397, -2.9868, -4.9944], [-1.2494, -2.5388, -3.6449], [-0.4692, -3.5255, -4.8123], [-2.0093, -1.7848, 2.8245], [-0.8347, -2.5551, 1.7205], [0.2201, -3.6359, 2.6723], [-1.7200, -3.5542, 0.5338], [0.0748, -1.4837, 1.0903], [-2.6203, -2.5442, 3.3139], [-2.6550, -1.1177, 2.2544], [-1.4692, -1.2132, 3.5797], [-0.3725, -4.3956, 3.1820], [0.7663, -3.0492, 3.4105], [0.9311, -4.1222, 2.0042], [-2.1798, -4.4004, 1.0468], [-1.0199, -3.9235, -0.2170], [-2.4962, -2.9669, 0.0472], [-1.9182, 2.9089, 0.8493], [-0.7542, 2.7540, -0.1111], [-0.7669, 3.7752, -1.2303], [-0.8626, 1.4621, -0.7376], [-1.8439, 3.8713, 1.3575], [-1.9006, 2.1240, 1.6091], [-2.8720, 2.8660, 0.3227], [0.1845, 2.8139, 0.4363], [-1.6873, 3.6951, -1.8094], [0.0813, 3.6242, -1.8989], [-0.7044, 4.7808, -0.8136]],
  "forces_ev_per_angstrom": [[-0.142, 0.023, -0.080], [-0.025, 0.035, -0.035], [0.071, -0.030, -0.022], [-0.023, 0.079, 0.074], [0.090, 0.018, 0.018], [-0.038, -0.003, -0.004], [0.004, 0.021, 0.009], [0.002, -0.007, -0.005], [0.022, 0.005, -0.007], [-0.044, -0.003, 0.020], [-0.020, 0.033, 0.011], [-0.017, -0.036, 0.007], [-0.009, 0.003, -0.009], [0.006, -0.024, 0.012], [0.005, -0.010, -0.001], [0.004, -0.004, -0.025], [0.010, -0.012, -0.004], [0.003, -0.002, -0.002], [-0.005, 0.004, -0.002], [0.000, -0.008, 0.000], [0.025, 0.023, -0.006], [-0.142, 0.008, -0.104], [0.001, 0.038, 0.116], [0.188, -0.126, -0.002], [-0.019, -0.021, 0.020], [-0.051, 0.056, -0.004], [0.036, -0.030, -0.043], [-0.019, 0.002, 0.005], [-0.087, 0.014, 0.009], [0.009, 0.004, 0.018], [0.160, -0.034, -0.046], [-0.048, 0.009, 0.007], [0.008, -0.044, 0.002], [-0.038, -0.008, 0.086], [0.016, 0.001, -0.011], [0.030, 0.007, -0.016], [-0.046, 0.026, -0.023], [-0.002, 0.004, 0.004], [0.006, -0.005, -0.004], [-0.007, -0.007, -0.004], [-0.006, -0.002, -0.006], [0.005, -0.003, -0.003], [0.003, -0.006, 0.007], [0.010, 0.002, 0.013], [-0.008, -0.010, -0.005], [-0.009, 0.007, -0.009], [0.028, 0.025, 0.047], [-0.109, -0.038, -0.074], [0.033, 0.026, -0.002], [0.119, -0.001, 0.087], [-0.014, -0.006, 0.002], [0.008, 0.012, -0.015], [0.015, -0.011, -0.030], [0.007, -0.001, 0.027], [0.002, -0.011, 0.006], [-0.004, 0.015, -0.005], [0.008, 0.003, 0.000]],
  "multiplicity": 1,
  "de_lowest_ev": 0.000,
  "total_charge": 1,
  "homo_energy_ev": [-11.30, -11.32]
}


{
  "formula": "C20H27ClN4O2",
  "method": "ωB97M-V with the def2-TZVPD basis set",
  "species": ["C", "H", "H", "H", "C", "N", "C", "H", "C", "H", "C", "N", "C", "O", "C", "H", "H", "C", "N", "N", "C", "C", "C", "C", "O", "H", "H", "C", "C", "C", "C", "C", "C", "H", "H", "Cl", "H", "H", "H", "H", "H", "H", "H", "H", "H", "C", "C", "H", "H", "H", "H", "H", "H", "H"],
  "coordinates": [[-1.2716, -1.8244, -2.5013], [-1.3377, -2.2108, -3.5157], [-1.9271, -0.9608, -2.4175], [-0.2496, -1.5038, -2.3215], [-1.6961, -2.9206, -1.5140], [-1.7334, -2.5752, -0.1102], [-0.4945, -2.6733, 0.6226], [-0.0546, -3.6472, 0.3863], [0.5707, -1.5821, 0.3966], [1.0129, -1.6837, -0.5971], [1.6753, -1.6966, 1.4468], [2.7443, -0.7483, 1.2278], [2.9621, 0.3110, 2.0382], [2.2803, 0.5549, 3.0100], [4.1279, 1.1899, 1.6012], [4.8200, 0.6390, 0.9648], [4.6526, 1.5425, 2.4886], [3.5905, 2.4079, 0.8391], [2.7066, 2.0037, -0.2377], [1.4274, 2.1712, 0.0007], [0.5321, 1.8139, -0.8774], [0.9330, 1.2534, -2.1275], [2.2504, 1.0637, -2.3658], [3.2463, 1.4141, -1.3759], [4.4479, 1.2265, -1.4669], [2.6158, 0.6316, -3.2850], [0.1914, 0.9684, -2.8574], [-0.8694, 1.9784, -0.4839], [-1.1890, 2.0192, 0.8755], [-2.5002, 2.1314, 1.2893], [-3.5101, 2.2024, 0.3405], [-3.2130, 2.1803, -1.0133], [-1.8970, 2.0696, -1.4208], [-1.6763, 2.0716, -2.4774], [-4.0065, 2.2478, -1.7409], [-5.1563, 2.3156, 0.8496], [-2.7429, 2.1536, 2.3397], [-0.3922, 1.9479, 1.5995], [4.4244, 2.9672, 0.4083], [3.0020, 3.0401, 1.5049], [3.3276, -0.8827, 0.4166], [1.2732, -1.4833, 2.4398], [2.0902, -2.7103, 1.4407], [0.1101, -0.5962, 0.4693], [-0.7479, -2.6813, 1.6854], [-2.5832, -1.4411, 0.1995], [-3.0238, -1.4197, 1.6597], [-2.2127, -1.1147, 2.3149], [-3.3706, -2.4054, 1.9581], [-3.8387, -0.7104, 1.7785], [-2.1127, -0.4757, -0.0445], [-3.4727, -1.5417, -0.4289], [-2.7062, -3.2487, -1.7880], [-1.0291, -3.7794, -1.6238]],
  "forces_ev_per_angstrom": [[-0.042, -0.216, 0.220], [-0.002, 0.014, -0.150], [-0.065, 0.151, -0.032], [0.127, 0.080, -0.017], [-0.026, 0.055, -0.109], [-0.104, -0.052, -0.025], [0.168, 0.150, -0.059], [0.007, -0.016, 0.108], [-0.078, -0.298, 0.241], [-0.018, 0.064, -0.055], [-0.283, 0.030, -0.086], [0.037, -0.354, -0.271], [0.625, 0.064, -0.264], [-0.295, 0.223, 0.396], [-0.206, 0.076, 0.004], [0.004, 0.041, 0.034], [-0.025, -0.059, 0.005], [0.456, 0.003, 0.308], [0.299, -0.046, -0.514], [-1.026, 0.135, 0.116], [0.700, 0.054, 0.010], [0.426, -0.008, 0.044], [-0.258, 0.029, -0.038], [-0.310, 0.064, 0.055], [0.324, -0.076, -0.070], [0.032, -0.028, -0.050], [-0.058, -0.055, -0.070], [-0.462, 0.067, 0.213], [0.007, -0.026, -0.206], [-0.122, 0.030, -0.058], [0.255, -0.007, -0.122], [-0.151, -0.014, 0.107], [0.237, -0.022, 0.165], [0.017, -0.018, -0.115], [-0.090, 0.015, -0.040], [-0.197, 0.001, 0.068], [-0.050, -0.008, 0.102], [0.063, -0.024, 0.108], [-0.113, -0.026, 0.070], [0.061, -0.056, -0.145], [0.081, 0.113, 0.126], [0.050, -0.122, -0.071], [-0.046, 0.045, 0.076], [0.022, 0.104, -0.032], [0.090, -0.074, 0.056], [-0.033, -0.050, 0.172], [0.077, 0.050, -0.317], [0.077, 0.040, 0.157], [-0.044, -0.114, 0.071], [-0.076, 0.111, 0.088], [-0.099, -0.020, -0.073], [0.020, 0.083, -0.046], [0.083, -0.055, -0.061], [-0.065, -0.049, -0.026]],
  "multiplicity": 1,
  "de_lowest_ev": 0.067,
  "total_charge": 0,
  "smiles": "CCN(CC)CCCNC(=O)CCn1nc(-c2ccc(Cl)cc2)ccc1=O",
  "homo_energy_ev": -8.12
}